{
  "formula": "C31H55N10Re",
  "method": "the ωB97M-V functional and the def2-TZVPD basis",
  "relative_energy_kj_mol": 0.00,
  "homo_ev": [-15.4282, -15.6868],
  "s_squared": 3.7951,
  "total_energy_ev": -50046.048,
  "charge": 3,
  "fmax_ha_per_bohr": 0.0077,
  "spin_multiplicity": 4,
  "elements": ["H", "C", "N", "H", "N", "H", "H", "N", "C", "H", "C", "H", "N", "H", "H", "C", "H", "H", "H", "C", "H", "H", "H", "C", "C", "C", "C", "N", "H", "C", "C", "H", "H", "H", "H", "H", "C", "H", "H", "H", "C", "C", "H", "H", "H", "N", "H", "N", "C", "C", "H", "H", "C", "H", "C", "H", "H", "C", "Re", "H", "C", "H", "C", "C", "C", "H", "H", "C", "C", "C", "H", "N", "C", "N", "H", "H", "H", "H", "H", "H", "H", "H", "H", "H", "C", "H", "C", "H", "H", "H", "H", "C", "N", "C", "H", "H", "H"],
  "positions_angstrom": [[-0.417, -0.027, 3.992], [3.399, 0.541, -1.681], [-2.777, -1.696, -2.860], [-2.999, -2.880, -4.606], [-2.201, -0.566, 1.902], [1.124, -3.152, 1.438], [4.723, -2.117, 1.858], [2.472, -0.293, 3.503], [1.390, 0.401, -0.232], [-0.569, -2.929, 0.233], [-3.255, -0.614, -0.277], [-3.171, -3.758, -3.068], [-1.912, -0.944, -0.814], [-0.668, 1.748, 2.571], [0.339, 4.153, 1.208], [2.594, -1.735, -3.073], [0.575, 1.589, -2.569], [4.732, 2.190, -1.281], [1.311, 1.970, 1.237], [4.030, -1.426, 1.377], [-2.843, 0.400, -2.706], [-3.561, 1.046, 1.952], [2.296, -2.617, -3.624], [3.815, 1.700, -0.981], [-0.334, -0.966, 3.441], [-1.703, -1.442, 2.990], [-1.159, 2.736, -0.246], [0.537, -0.816, 2.245], [-1.675, -4.230, -0.246], [1.822, -1.260, -2.044], [-2.737, 4.623, -0.169], [1.284, 1.422, 3.331], [-1.384, 4.188, -2.958], [-0.573, 4.888, -1.542], [-0.397, 5.666, 0.682], [0.091, -1.704, 4.125], [-0.648, -3.583, -3.034], [-0.772, -2.922, -3.887], [-4.448, -2.673, -3.613], [-2.498, 5.442, -0.854], [-3.302, -0.399, -3.276], [2.171, -3.008, 1.193], [-0.987, 4.871, 2.146], [1.550, 0.869, 5.007], [5.096, 0.545, -3.010], [-0.793, 2.773, -1.518], [4.514, -0.203, 4.060], [-1.193, 1.625, 0.530], [3.065, 2.188, 0.055], [-3.369, -2.825, -3.583], [4.388, -1.469, -4.245], [2.749, -3.812, 1.654], [-1.934, -1.850, -1.834], [2.850, 1.658, 4.107], [-3.319, -1.172, 1.139], [0.413, -3.796, -2.910], [-1.613, -2.451, 2.582], [2.194, -0.113, -1.311], [-0.412, -0.284, 0.530], [3.382, 3.074, 0.591], [-0.829, -3.621, -0.573], [4.134, -1.523, 0.296], [1.900, -0.940, 2.487], [-0.605, 4.694, 1.136], [-0.500, 1.656, -2.409], [-3.088, -0.258, -4.336], [-4.040, -1.068, -0.879], [1.997, 0.984, 4.019], [4.181, 0.032, -2.747], [1.876, 1.537, 0.418], [-0.873, 0.719, -2.015], [-1.123, -2.923, -1.816], [3.632, -0.821, 4.227], [2.637, -1.727, 1.705], [0.901, -1.767, -1.779], [-0.979, 1.863, -3.367], [-3.175, -2.253, 1.107], [-3.298, 5.038, 0.670], [0.364, 3.994, -2.743], [2.314, -3.045, 0.113], [-2.713, 0.788, 3.466], [3.394, -0.810, 5.291], [0.026, -4.274, -0.731], [-1.967, 2.826, 2.100], [3.789, -1.085, -3.431], [4.268, -0.404, 1.658], [-2.592, 0.793, 2.381], [3.836, -1.844, 3.930], [-4.274, -0.970, 1.629], [-4.384, -0.364, -3.140], [-3.384, 3.916, -0.688], [-1.567, 1.828, 1.954], [-1.554, 3.937, 0.334], [-0.592, 4.050, -2.222], [-3.418, 0.466, -0.279], [-2.408, -1.476, 3.826], [-1.165, -4.523, -3.219]],
  "mulliken_charge": [0.36, 1.05, 0.19, 0.38, 0.04, 0.26, 0.38, 0.32, 0.59, -0.58, -0.50, 0.35, 0.75, -0.13, 0.20, -0.60, 0.29, 0.47, -0.17, -1.21, 0.12, 0.50, 0.44, -1.35, -0.55, -1.49, -0.63, 0.83, 0.36, 0.87, -1.02, 0.07, 0.35, 0.45, 0.42, 0.67, -1.35, 0.40, 0.42, 0.34, -0.87, -1.01, 0.35, 0.31, 0.52, 0.61, 0.40, 0.53, -1.34, -1.14, 0.43, 0.44, -0.29, 0.39, -1.53, 0.50, 0.47, 0.47, 0.27, 0.54, -0.36, 0.42, -0.70, -0.89, -0.68, 0.38, 0.96, -1.01, -0.83, 1.13, -0.38, 0.12, -1.12, 0.44, -0.45, 0.74, 0.45, 0.41, 0.37, 0.30, 0.41, 0.40, 0.46, 0.73, -1.15, 0.37, -1.47, 0.39, 0.31, 0.39, 0.27, 0.07, 0.38, -1.19, 0.17, 0.41, 0.43]
}

=====

{
  "formula": "C31H56N7O",
  "method": "the ωB97M-V functional and the def2-TZVPD basis",
  "relative_energy_kj_mol": 267.08,
  "homo_ev": -2.7153,
  "total_energy_ev": -45528.531,
  "charge": -1,
  "fmax_ha_per_bohr": 0.1463,
  "spin_multiplicity": 1,
  "elements": ["N", "H", "H", "C", "H", "C", "C", "H", "H", "N", "H", "N", "C", "H", "C", "H", "H", "H", "C", "H", "H", "H", "H", "H", "H", "C", "H", "N", "H", "H", "H", "H", "H", "C", "H", "H", "H", "H", "H", "C", "C", "H", "H", "H", "C", "C", "H", "C", "H", "H", "C", "H", "H", "H", "C", "C", "C", "H", "C", "C", "H", "C", "C", "H", "H", "C", "H", "H", "N", "H", "C", "C", "H", "H", "H", "N", "H", "H", "C", "H", "H", "H", "H", "C", "C", "H", "H", "C", "H", "N", "C", "C", "O", "H", "C"],
  "positions_angstrom": [[-1.423, -0.972, 3.340], [-2.271, -3.989, 4.100], [1.284, -1.607, -2.686], [0.176, 1.304, 1.202], [-0.053, -3.516, -3.505], [-4.593, -0.561, -2.315], [-3.673, 3.233, -2.238], [6.868, 1.729, -1.444], [0.194, 0.525, 5.228], [-2.653, 1.750, 4.330], [5.879, 3.537, -0.414], [-3.774, 3.298, 1.290], [-3.765, 3.814, 0.239], [-4.814, 4.826, -1.196], [1.150, 3.056, 4.067], [1.243, -4.929, -5.075], [-2.810, 2.595, -2.047], [3.746, 1.374, -1.038], [-3.558, 3.752, -3.670], [-2.573, 0.520, -3.263], [-0.011, -3.656, 0.607], [1.664, 2.524, 6.046], [-0.562, -2.760, 7.586], [-0.655, -2.123, 1.239], [3.593, -2.397, 1.759], [-2.414, -1.350, -4.521], [-2.222, -1.935, -3.621], [2.846, -4.886, -0.142], [-2.315, -3.367, 6.369], [1.137, 1.817, 1.225], [-2.990, -1.891, -5.272], [5.215, 2.548, 0.839], [-0.270, 0.749, -2.013], [-3.825, 4.377, -1.106], [2.874, -1.728, 0.334], [0.457, 0.266, 1.380], [-3.782, 3.093, -4.509], [1.407, -1.632, 2.388], [-5.097, 0.816, -3.782], [-1.414, -2.049, 3.801], [-4.524, -0.108, -3.697], [-0.730, 2.571, -0.145], [-3.141, 5.210, -1.267], [-3.065, 0.674, -4.941], [0.785, 2.669, 5.418], [0.974, -3.347, -3.830], [-1.425, -1.022, -4.840], [0.350, 1.066, -1.174], [0.387, 3.598, 5.826], [6.136, 0.423, -0.303], [0.204, -2.600, 0.767], [0.303, -2.051, -0.169], [1.750, 3.966, 4.097], [1.111, 1.774, -1.501], [6.588, 1.405, -0.442], [1.300, -1.889, -3.739], [1.108, -3.864, -5.266], [-0.617, -4.017, 3.862], [1.424, -2.511, 1.743], [5.485, 2.539, -0.217], [7.388, 1.671, 0.249], [-0.398, -2.558, 6.528], [-1.378, -3.426, 4.372], [2.252, -1.680, -4.227], [1.606, -3.900, -3.135], [-0.590, 1.491, -0.090], [0.613, -2.885, 6.286], [0.317, 3.333, 3.421], [-0.940, -3.558, -6.808], [-0.554, 1.335, 6.530], [4.649, 2.335, -2.552], [-1.582, 1.633, 4.836], [0.659, -1.266, -4.361], [-0.969, -4.520, 6.184], [-2.545, 4.153, -3.685], [4.938, 2.289, -3.699], [-0.619, -1.522, 6.269], [3.572, 3.075, -1.037], [-0.013, -3.721, -6.182], [2.061, -3.636, -5.744], [-4.900, -0.904, -4.340], [-0.381, 1.578, 2.098], [0.941, 0.172, -0.975], [2.788, -2.554, 1.041], [-3.064, -0.001, -4.085], [-4.146, 4.639, -3.908], [1.792, 2.281, 3.649], [-0.277, 1.474, 5.485], [1.372, -3.298, 2.495], [-4.624, -0.899, -1.197], [-1.340, -3.532, 5.910], [2.770, -3.863, 0.415], [-1.804, 0.771, -0.127], [-4.518, 2.561, -2.089], [4.304, 2.291, -1.228]],
  "mulliken_charge": [-0.27, 0.36, -0.11, 0.14, 0.24, 0.24, 0.65, 0.34, 0.10, -0.51, 0.35, -0.43, 0.25, 0.35, -1.11, 0.32, -0.29, -0.09, -1.45, -0.37, 0.58, 0.36, 0.39, 0.18, 0.35, -1.01, 0.34, -0.59, 0.33, 0.25, 0.40, 0.39, -0.22, -0.69, 0.00, -0.63, 0.29, 0.14, 0.35, 0.16, -0.57, -0.11, 0.36, 0.26, -0.61, -0.07, 0.10, -0.19, 0.33, 0.27, -1.12, 0.10, 0.43, 0.37, -1.01, -0.83, -0.83, 0.29, -0.24, -0.76, 0.34, -0.97, -0.46, 0.44, 0.32, 0.63, 0.30, 0.37, -0.46, 0.46, 0.36, 0.20, 0.31, 0.32, 0.33, -0.55, 0.10, 0.25, 0.37, 0.35, 0.38, -0.14, -0.33, -0.13, 0.33, 0.40, 0.21, -0.18, 0.35, -0.49, -0.48, 0.33, -0.84, 0.21, 0.14]
}